6
Properties=species:S:1:pos:R:3 method="wB97M-V/def2-TZVPD" e_above_lowest_kcal_mol=0.0 lumo_ev=-1.3 multiplicity=1 smiles="P/N=P/I" homo_energy_ev=-8.990
P -1.12101 -0.13523 -0.79682
N -0.05846 -0.22268 0.42074
P 0.82310 -0.29992 1.68884
I 1.99534 2.03932 1.81885
H -0.39144 0.11763 -2.12588
H -1.24752 -1.49910 -1.00573

---

19
Properties=species:S:1:pos:R:3 method="wB97M-V/def2-TZVPD" e_above_lowest_kcal_mol=17.0 lumo_ev=0.4 multiplicity=1 smiles=CCSSC.O.O homo_energy_ev=-8.937
C -1.74183 1.61247 -0.74767
C -0.46644 2.19357 -0.16860
S 0.84148 0.90680 0.07792
S 0.88006 0.81993 2.15070
C -0.27824 -0.53162 2.44246
H -2.63569 2.20192 -0.48316
H -1.76324 1.74465 -1.83294
H -1.89447 0.60971 -0.40449
H -0.54566 2.67013 0.78242
H -0.02673 2.94466 -0.80983
H -1.29295 -0.15697 2.53403
H -0.03740 -0.95072 3.42217
H -0.13951 -1.30349 1.68661
O -0.57204 -1.13451 -2.26353
H -0.19671 -1.55989 -3.04548
H -0.09637 -0.29554 -2.27966
O 0.07031 -4.53679 -2.50331
H -0.45795 -5.25036 -2.14595
H -0.29087 -3.68874 -2.21682

---

59
Properties=species:S:1:pos:R:3 method="wB97M-V/def2-TZVPD" e_above_lowest_kcal_mol=172.1 charge=-1 lumo_ev="2.7 / 2.7" multiplicity=1 homo_energy_ev="-1.744 / -1.556"
Lu 0.00153 -0.00285 0.30519
Cl 1.59733 -0.20695 -1.44041
N 0.08623 2.03885 0.24879
N -0.03147 -2.04375 0.47129
C -0.84957 2.82875 -0.12241
C -0.84437 -2.85945 -0.08711
C 1.17323 2.84605 0.87149
C 0.43783 4.17205 1.10919
C 2.30453 2.99935 -0.13361
C 1.65103 2.20125 2.15569
H 1.91613 3.05265 -1.14961
H 2.97343 2.14615 -0.08031
H 2.86383 3.91215 0.07149
H 0.90493 2.28685 2.94059
H 2.58073 2.66435 2.48569
H 1.84733 1.14305 1.98919
C 0.89903 -2.82075 1.34279
C 0.64733 -4.24675 0.83179
C 0.46193 -2.66165 2.79149
C 2.33613 -2.38635 1.15069
H 2.61143 -2.37745 0.10089
H 2.99983 -3.05585 1.69789
H 2.48283 -1.37895 1.53299
H -0.57867 -2.95085 2.92309
H 0.55193 -1.62775 3.10869
H 1.08423 -3.28575 3.43259
O -0.62367 -4.17145 0.12989
H 0.55173 -4.98225 1.62429
H 1.40003 -4.57015 0.11319
O -0.69747 4.12885 0.19719
H 1.02933 5.04915 0.86649
H 0.04243 4.25365 2.12129
C -2.08917 2.44525 -0.85111
C -2.03947 -2.51495 -0.90911
C -1.85247 -1.24405 -1.68351
H -2.87947 -2.41255 -0.21871
H -2.26287 -3.36235 -1.55171
C -2.15337 -0.03405 -1.04911
C -1.88807 1.19685 -1.65781
H -2.69267 -0.04995 -0.11241
C -1.32417 1.22135 -2.93121
C -1.06337 0.00685 -3.55761
C -0.92737 2.50625 -3.58801
C -1.28577 -1.22745 -2.95541
H -0.60257 0.02335 -4.53701
C -0.83557 -2.48315 -3.63201
H -0.50947 -2.28355 -4.64901
H -1.62057 -3.23865 -3.67821
H 0.00953 -2.92135 -3.09971
H -1.73057 3.24375 -3.57771
H -0.64157 2.34405 -4.62371
H -0.07197 2.95305 -3.08021
H -2.40207 3.29245 -1.45761
H -2.86527 2.29065 -0.09901
O -0.95717 -1.03285 4.59629
Cl 0.00153 -0.00285 3.98529
O -0.53987 1.34405 4.44809
O 1.41153 -0.15145 4.56479
O 0.00153 -0.00285 2.30519

---

79
Properties=species:S:1:pos:R:3 method="wB97M-V/def2-TZVPD" e_above_lowest_kcal_mol=32.4 charge=+4 lumo_ev="-12.4 / -15.2" multiplicity=5 homo_energy_ev="-19.289 / -19.996"
N 3.61567 -6.41891 1.34461
C 2.28335 -6.47213 1.27978
C 1.54872 -5.78130 0.30913
C 2.24242 -5.01775 -0.66291
C 3.65251 -5.03224 -0.60654
C 4.29471 -5.74396 0.41934
C 1.56013 -4.13074 -1.58635
Pt -0.32024 1.28528 -0.67316
P -1.98383 3.02750 -0.16327
C 2.18400 -3.39570 -2.56585
C 1.57508 -2.13800 -2.98518
C 2.36835 -0.95253 -3.02614
C 1.75321 0.20729 -2.55636
C 0.42838 0.08025 -2.10958
C -0.43943 -0.89637 -2.63861
C 0.15630 -2.06721 -3.08776
Br -0.24631 3.13382 -2.57717
H 0.49745 -3.94208 -1.39933
H 3.16851 -3.65471 -2.97456
H 0.45880 -5.82174 0.33927
H 4.25906 -4.44319 -1.29459
H 1.77941 -7.08402 2.03337
H 5.38184 -5.75071 0.48450
H 3.41893 -0.98009 -3.30110
H -0.45251 -2.91671 -3.40813
H 2.27040 1.16024 -2.47769
H -1.51105 -0.72000 -2.66982
P 1.21374 0.61398 1.04931
C -3.31864 2.36670 -1.25805
C -4.47585 3.25462 -1.70466
H -3.73262 1.53079 -0.66834
H -2.82515 1.91223 -2.13261
H -5.30230 2.60508 -2.02863
H -4.86667 3.89047 -0.90481
H -4.20996 3.87621 -2.56695
C -1.19166 4.70281 -0.23577
C -1.93486 5.80238 -0.97136
H -0.21982 4.54978 -0.73542
H -0.97243 4.98476 0.80505
H -1.22230 6.39417 -1.56571
H -2.69992 5.43561 -1.66712
H -2.40708 6.50018 -0.26511
C -2.79663 3.17354 1.45562
C -3.92094 4.21085 1.46102
H -1.99827 3.45256 2.15477
H -3.15447 2.18108 1.75920
H -3.98850 4.69381 2.44144
H -3.76940 5.01319 0.72902
H -4.89483 3.75000 1.26731
C 0.78543 0.38646 2.82467
C -0.02509 1.47539 3.51678
H 1.75227 0.27838 3.33886
H 0.27890 -0.58084 2.93226
H 0.31645 1.59094 4.55384
H 0.05609 2.44944 3.02587
H -1.08624 1.20605 3.57320
C 2.66740 1.72373 1.24273
C 3.57619 1.88824 0.03045
H 3.23790 1.34349 2.10457
H 2.24961 2.69682 1.54037
H 4.25521 2.73263 0.20864
H 4.19085 0.99527 -0.14356
H 3.00437 2.11041 -0.87713
C 1.89443 -1.04738 0.56364
C 1.80544 -2.15696 1.60750
H 2.94077 -0.86839 0.27163
H 1.37397 -1.34339 -0.36651
H 2.38832 -3.02248 1.26650
H 2.19253 -1.83979 2.58544
H 0.76741 -2.49685 1.73246
N -2.80849 -3.50053 -0.02098
N -2.07611 -2.41027 0.37930
N -2.55074 -1.69480 1.45685
C -2.02942 -0.49862 1.23664
N -1.33686 -0.44186 0.05367
N -1.44782 -1.64232 -0.53090
H -2.30232 -4.06044 -0.69087
H -3.13552 -4.01640 0.78829
H -2.19026 0.31498 1.93171

---

14
Properties=species:S:1:pos:R:3 method="wB97M-V/def2-TZVPD" e_above_lowest_kcal_mol=50.3 lumo_ev=0.9 multiplicity=1 smiles=Cc1cocc1N homo_energy_ev=-7.959
C 1.38086 -1.19002 -0.08145
C -0.01117 -0.63288 0.07719
C -1.29650 -1.22862 0.17371
O -2.26671 -0.22758 0.01176
C -1.61710 0.94483 -0.13690
C -0.29388 0.83785 0.16329
N 0.75599 1.74978 -0.01376
H 1.93078 -0.64049 -0.91693
H 2.01902 -1.13592 0.89408
H 1.54623 -2.24569 -0.41931
H -1.76379 -2.26979 -0.12220
H -2.40848 1.73882 -0.12880
H 1.59791 1.58693 0.65350
H 0.42685 2.71276 -0.15417

---

11
Properties=species:S:1:pos:R:3 method="wB97M-V/def2-TZVPD" e_above_lowest_kcal_mol=32.4 lumo_ev=0.7 multiplicity=1 homo_energy_ev=-8.695
N 0.24209 1.89909 -2.51174
C 0.72214 1.61012 -1.43599
C 1.09332 1.02522 -0.18824
C 0.25089 0.08564 0.29569
N -0.90289 -0.44432 -0.18045
N -1.31648 -1.58604 0.56600
C -0.47026 -1.60235 1.51796
O 0.49183 -0.57504 1.50312
H 1.89273 1.38680 0.40316
H -1.24644 -0.28951 -1.05122
H -0.31659 -2.28990 2.36987